<A>
Here is the molecule C4H10ClN from OMol25. Energies are from ωB97M-V/def2-TZVPD.

CARTESIAN COORDINATES (ANGSTROEM)
C (1.05, -1.68, -0.03)
C (0.71, -0.27, -0.48)
N (0.15, 0.69, 0.42)
C (-0.15, 1.90, -0.30)
C (-1.25, -0.12, 1.01)
Cl (-2.45, -0.60, -0.30)
H (0.25, -2.37, -0.12)
H (1.78, -1.96, -0.80)
H (1.36, -1.68, 1.03)
H (1.66, 0.16, -0.82)
H (0.04, -0.29, -1.29)
H (-1.20, 2.11, -0.24)
H (0.40, 2.68, 0.26)
H (0.23, 1.89, -1.40)
H (-0.73, -0.96, 1.33)
H (-1.84, 0.51, 1.74)

Summary:
E_LUMO = 0.994 eV
SMILES = CCN(C)CCl


<B>
Here is the molecule C4H10ClN from OMol25. Energies are from ωB97M-V/def2-TZVPD.

CARTESIAN COORDINATES (ANGSTROEM)
C (0.69, 2.62, -1.06)
N (0.88, 1.16, -1.39)
C (0.98, 0.55, -0.08)
C (0.90, -1.01, -0.11)
C (-0.60, -1.40, -0.20)
Cl (-1.47, -1.09, 1.41)
H (0.84, 3.21, -2.02)
H (1.48, 2.96, -0.35)
H (-0.27, 2.73, -0.52)
H (1.74, 0.94, -1.84)
H (0.16, 0.92, 0.62)
H (1.95, 0.83, 0.36)
H (1.32, -1.34, -1.09)
H (1.48, -1.31, 0.74)
H (-0.66, -2.43, -0.57)
H (-1.10, -0.73, -0.93)

Summary:
E_LUMO = 1.078 eV
SMILES = CNCCCCl


<B> is the most stable structure; the next one sits 1.050 eV above it.


<A>
Here is the molecule CH6N4O from OMol25. Energies are from ωB97M-V/def2-TZVPD.

CARTESIAN COORDINATES (ANGSTROEM)
N (0.46, -1.04, -0.89)
N (-0.65, 0.76, -0.42)
C (0.01, -0.49, 0.21)
N (-0.28, 1.95, 0.27)
O (0.95, -2.37, -0.70)
N (0.18, -0.40, 1.47)
H (1.48, -2.52, -1.49)
H (-0.11, 0.52, -1.39)
H (-1.65, 0.58, -0.47)
H (-0.03, 1.62, 1.22)
H (-1.08, 2.56, 0.35)
H (0.72, -1.18, 1.84)

Summary:
E_LUMO = 0.645 eV


<B>
Here is the molecule CH6N4O from OMol25. Energies are from ωB97M-V/def2-TZVPD.

CARTESIAN COORDINATES (ANGSTROEM)
H (-2.40, 0.47, -0.29)
N (-2.03, -0.35, 0.22)
C (-0.73, -0.26, 0.16)
N (0.04, 0.37, -0.83)
N (0.99, 1.39, -0.53)
N (0.07, -0.97, 1.08)
O (1.25, -1.46, 0.62)
H (-0.57, 0.73, -1.52)
H (1.76, 0.81, -0.19)
H (0.70, 1.94, 0.23)
H (-0.52, -1.75, 1.35)
H (1.44, -0.92, -0.30)

Summary:
E_LUMO = 0.734 eV
SMILES = [H]/N=C(\NN)NO


<C>
Here is CH6N4O as an isolated structure from OMol25. Energies are from ωB97M-V/def2-TZVPD.

CARTESIAN COORDINATES (ANGSTROEM)
N (1.08, 1.29, -1.57)
C (-0.51, -1.73, -0.23)
O (0.41, 0.48, -0.65)
N (0.06, -1.14, -1.16)
H (0.50, 1.34, -2.41)
H (1.95, 0.83, -1.81)
H (-0.82, -2.76, -0.34)
H (-0.73, -1.19, 0.75)
N (-0.24, 1.29, 1.72)
N (-0.76, 0.25, 2.07)
H (-1.13, 0.28, 3.04)
H (0.18, 1.06, 0.58)

Summary:
E_LUMO = 0.602 eV


<B> is the most stable structure; the next one sits 0.799 eV above it.


<A>
Here is the molecule C3H9N5 from OMol25. Energies are from ωB97M-V/def2-TZVPD.

CARTESIAN COORDINATES (ANGSTROEM)
C (-1.54, -0.64, -1.42)
N (-1.17, 0.14, -0.25)
N (-0.94, -0.70, 0.83)
C (0.77, 0.60, -0.07)
N (1.53, -0.25, -0.85)
C (0.93, 1.91, 0.12)
N (0.26, -0.46, 1.31)
N (0.70, -0.50, 2.48)
H (-1.69, -0.99, 1.47)
H (2.08, 0.22, -1.55)
H (2.03, -0.98, -0.37)
H (-0.04, -0.79, 3.14)
H (-1.76, 0.07, -2.22)
H (-2.43, -1.25, -1.25)
H (-0.73, -1.31, -1.75)
H (0.18, 2.51, 0.60)
H (1.83, 2.40, -0.24)

Summary:
E_LUMO (spin up / spin down) = 0.484 / 0.484 eV


<B>
Here is the molecule C3H9N5 from OMol25. Energies are from ωB97M-V/def2-TZVPD.

CARTESIAN COORDINATES (ANGSTROEM)
H (0.36, 1.97, -1.76)
N (0.16, 2.13, -0.77)
C (-0.28, 1.13, -0.16)
C (-0.86, 0.71, 1.12)
C (-0.88, -0.24, -0.09)
N (-2.15, -0.47, -0.70)
N (0.06, -1.33, -0.19)
N (1.42, -0.91, -0.36)
N (2.08, -0.34, 0.76)
H (-0.20, 0.47, 1.94)
H (-1.79, 1.16, 1.41)
H (-2.06, -0.56, -1.71)
H (-2.56, -1.34, -0.36)
H (0.03, -1.93, 0.63)
H (1.54, -0.47, -1.27)
H (2.09, 0.68, 0.75)
H (3.04, -0.67, 0.77)

Summary:
E_LUMO = 0.973 eV
SMILES = [H]/N=C1/C[C@]1(N)NNN


<B> is the most stable structure; the next one sits 2.706 eV above it.


<A>
Here is the molecule C12H21N5O3 from OMol25. Energies are from ωB97M-V/def2-TZVPD.

CARTESIAN COORDINATES (ANGSTROEM)
N (2.35, 0.61, -4.63)
C (1.18, 1.16, -3.91)
C (0.41, 0.46, -2.76)
C (1.22, -0.17, -1.59)
C (1.80, 1.02, -0.74)
C (2.26, 0.63, 0.67)
N (1.57, -0.55, 1.26)
C (0.20, -0.92, 1.59)
O (0.02, -2.10, 1.65)
C (-0.91, 0.09, 2.01)
N (-0.78, 1.29, 1.19)
C (-2.35, -0.49, 1.96)
C (-2.76, -1.12, 0.72)
C (-2.79, -2.41, 0.38)
N (-3.07, -2.45, -0.93)
C (-3.12, -1.19, -1.37)
N (-2.91, -0.34, -0.36)
C (2.13, 1.70, 1.68)
O (2.25, 2.86, 1.42)
O (1.99, 1.27, 2.97)
H (2.43, -0.33, -4.90)
H (3.23, 0.79, -4.20)
H (1.38, 2.15, -3.54)
H (0.45, 1.48, -4.67)
H (-0.26, 1.23, -2.40)
H (-0.37, -0.15, -3.32)
H (0.49, -0.56, -1.03)
H (1.89, -0.98, -1.82)
H (2.51, 1.58, -1.31)
H (0.92, 1.59, -0.58)
H (3.28, 0.31, 0.59)
H (1.78, -1.39, 0.80)
H (-0.66, 0.32, 3.00)
H (-1.57, 1.29, 0.54)
H (-0.82, 2.16, 1.76)
H (-2.36, -1.34, 2.74)
H (-3.03, 0.33, 2.35)
H (-2.77, -3.27, 1.08)
H (-3.16, -3.24, -1.49)
H (-3.09, -1.06, -2.57)
H (2.02, 0.30, 3.01)

Summary:
E_LUMO = 0.596 eV
SMILES = NCCCC[C@H](NC(=O)[C@@H](N)Cc1c[nH]cn1)C(=O)O


<B>
Here is the molecule C12H21N5O3 from OMol25. Energies are from ωB97M-V/def2-TZVPD.

CARTESIAN COORDINATES (ANGSTROEM)
N (0.45, 0.10, -2.23)
C (-0.63, 0.31, -3.29)
C (-1.73, 1.23, -2.74)
C (-2.49, 0.50, -1.54)
C (-2.88, 1.39, -0.33)
C (-1.67, 2.01, 0.60)
N (-0.59, 2.81, -0.14)
C (-0.97, 0.88, 1.31)
O (-1.32, 0.30, 2.34)
N (0.24, 0.51, 0.74)
C (1.37, -0.06, 1.43)
C (2.01, -1.15, 0.37)
C (0.90, -2.08, 0.15)
C (-0.27, -2.20, 0.82)
N (-1.09, -2.99, 0.10)
C (-0.45, -3.34, -1.01)
N (0.81, -2.84, -1.02)
C (2.47, 0.94, 1.70)
O (2.71, 1.90, 1.00)
O (3.37, 0.36, 2.68)
H (1.20, 0.76, -2.41)
H (0.83, -0.84, -2.43)
H (-0.14, 0.71, -4.19)
H (-1.01, -0.75, -3.38)
H (-2.53, 1.59, -3.48)
H (-1.15, 2.15, -2.35)
H (-3.12, -0.30, -1.95)
H (-1.84, -0.19, -1.02)
H (-3.53, 2.20, -0.65)
H (-3.47, 0.62, 0.31)
H (-2.16, 2.67, 1.40)
H (-0.52, 3.58, 0.41)
H (-0.95, 3.17, -1.04)
H (0.52, 1.15, 0.07)
H (1.03, -0.67, 2.35)
H (2.49, -0.66, -0.49)
H (2.88, -1.65, 0.99)
H (-0.51, -1.79, 1.83)
H (-2.08, -3.16, 0.30)
H (-0.91, -3.69, -1.97)
H (4.12, 0.99, 2.54)

Summary:
E_LUMO = 0.728 eV
SMILES = NCCCC[C@H](N)C(=O)N[C@@H](Cc1c[nH]cn1)C(=O)O


<A> is the most stable structure; the next one sits 0.263 eV above it.


<A>
Here is an isolated ion of composition C5H13N2O and charge +2 from OMol25. Energies are from ωB97M-V/def2-TZVPD.

CARTESIAN COORDINATES (ANGSTROEM)
N (-0.05, 0.86, -1.27)
C (-0.04, 0.15, -0.06)
C (-1.25, -0.49, 0.36)
C (-2.29, 0.56, 1.00)
C (-2.05, -1.13, -0.85)
C (1.34, -0.26, 0.45)
N (2.03, 0.83, 1.17)
O (2.19, -0.65, -0.71)
H (2.34, 0.31, -0.77)
H (0.40, 0.35, -2.02)
H (0.39, 1.78, -1.18)
H (1.29, -1.19, 1.05)
H (-0.95, -1.27, 1.09)
H (-3.25, 0.05, 1.01)
H (-1.91, 0.82, 1.98)
H (-2.30, 1.44, 0.34)
H (-3.05, -1.44, -0.54)
H (-1.57, -1.99, -1.30)
H (-2.19, -0.36, -1.60)
H (1.45, 1.39, 1.81)
H (2.84, 0.52, 1.68)

Summary:
E_LUMO (spin up / spin down) = -11.696 / -14.651 eV
spin multiplicity = 2
charge = +2


<B>
Here is an isolated ion of composition C5H13N2O and charge +2 from OMol25. Energies are from ωB97M-V/def2-TZVPD.

CARTESIAN COORDINATES (ANGSTROEM)
C (-0.65, -1.23, 1.74)
C (-0.37, -1.45, 0.25)
C (0.82, -0.59, -0.29)
C (0.41, 0.56, -1.24)
C (0.00, 1.82, -0.45)
N (0.64, 2.93, -0.67)
O (-0.86, 1.75, 0.45)
N (0.07, -2.95, 0.10)
H (-0.40, -2.04, 2.42)
H (-1.66, -0.86, 1.92)
H (-0.02, -0.42, 2.16)
H (-1.21, -1.37, -0.44)
H (1.39, -0.27, 0.58)
H (1.56, -1.18, -0.85)
H (1.31, 0.85, -1.77)
H (-0.35, 0.25, -1.96)
H (0.46, 3.74, -0.08)
H (1.15, 3.10, -1.52)
H (-0.60, -3.42, -0.52)
H (1.02, -3.00, -0.24)
H (0.05, -3.41, 1.00)

Summary:
E_LUMO (spin up / spin down) = -7.455 / -12.361 eV
spin multiplicity = 2
charge = +2


<B> is the most stable structure; the next one sits 5.407 eV above it.